No. 1
The following is a DFT calculation (ωB97M-V/def2-TZVPD) of C12H16N2O3 in the gas phase.

Last column: Mulliken charge in e.
Atoms and positions in Å:
C 0.29003 3.28992 -3.12049  -1.119
C -0.90688 2.56381 -2.51217  -0.102
N -1.99527 3.54461 -2.32097  -0.712
C -0.46715 1.81330 -1.27544  0.573
O -0.41651 2.25306 -0.12002  -0.704
N -0.10276 0.58875 -1.47998  -0.150
C 0.47389 -0.10292 -0.39452  0.664
C -0.71028 -0.46283 0.57671  -1.305
C -0.13065 -1.39599 1.74047  0.076
C -0.06011 -2.77633 1.70890  0.175
C 0.48856 -3.53701 2.67006  -0.989
C 0.80731 -2.85678 3.84161  -0.114
C 0.83772 -1.53659 3.92114  -0.866
C 0.38064 -0.77379 2.81516  -0.026
C 1.35187 -1.29761 -0.77622  0.227
O 2.29704 -1.79257 -0.18805  -0.548
O 0.73243 -1.92605 -1.82653  -0.564
H 0.09956 4.03411 -3.95626  0.364
H 0.75354 3.78839 -2.19629  0.292
H 0.89825 2.41352 -3.59014  0.245
H -1.47751 1.92112 -3.11330  0.424
H -2.98286 3.06463 -2.18310  0.280
H -1.92229 4.18850 -1.44416  0.259
H -0.15236 0.09293 -2.33790  0.227
H 1.03376 0.50147 0.30832  0.420
H -1.02142 0.41590 1.08840  0.622
H -1.71992 -0.96518 0.18750  0.229
H -0.55310 -3.40166 0.93484  0.285
H 0.41014 -4.57276 2.68115  0.449
H 1.09559 -3.41790 4.76944  0.275
H 1.24138 -1.03742 4.77959  0.384
H 0.33545 0.33192 2.76635  0.342
H 1.09190 -2.95258 -1.95412  0.388

HOMO ... -9.217 eV
Frontier orbital gap ... 9.5 eV
Total charge ... 0
Total energy ... -21824.698 eV
SMILES ... C[C@H](N)C(=O)N[C@@H](Cc1ccccc1)C(=O)O

=====

No. 2
The following is a DFT calculation (ωB97M-V/def2-TZVPD) of C12H16N2O4 in the gas phase.

Last column: Mulliken charge in e.
Atoms and positions in Å:
N -2.29029 3.04185 -0.39723  -0.861
C -1.54683 1.68670 -0.45741  0.283
C -0.08013 1.89944 -1.09815  -0.040
O 0.51301 2.97426 -0.38036  -0.558
C -1.77815 1.03452 0.92425  0.301
O -2.28466 1.72373 1.81758  -0.707
N -1.36268 -0.28295 1.14364  0.030
C -1.12679 -1.20919 0.02922  0.434
C 0.16854 -2.04385 0.37572  -1.251
C 1.50408 -1.41845 0.34137  0.617
C 1.85411 -0.55185 1.39309  -0.142
C 2.91140 0.36111 1.27442  -0.619
C 3.79101 0.20220 0.23515  -0.278
C 3.46307 -0.63901 -0.87314  -0.489
C 2.20363 -1.40410 -0.81111  -0.499
C -2.24611 -2.37576 -0.19411  0.085
O -1.94770 -3.56204 0.09336  -0.551
O -3.47973 -1.83283 -0.59210  -0.422
H -2.94738 2.99784 0.52241  0.322
H -2.96982 3.03454 -1.18318  0.268
H -1.99402 1.00353 -1.16944  0.446
H 0.69440 1.10001 -0.88842  -0.221
H -0.04008 1.94021 -2.27587  0.225
H -0.21650 3.58088 -0.33494  0.362
H -1.44403 -0.69826 2.04736  0.333
H -1.15031 -0.62941 -0.94228  0.186
H -0.02987 -2.55324 1.40499  0.426
H 0.17072 -2.76571 -0.43095  0.504
H 1.19811 -0.62865 2.27888  0.322
H 3.33784 0.98446 2.15654  0.276
H 4.90981 0.58442 0.39157  0.225
H 4.11378 -0.76421 -1.84695  0.259
H 2.02026 -2.03994 -1.71818  0.314
H -3.91869 -2.75023 -0.83572  0.417

HOMO ... -9.111 eV
Frontier orbital gap ... 9.4 eV
Total charge ... 0
Total energy ... -23871.290 eV
SMILES ... N[C@@H](CO)C(=O)N[C@@H](Cc1ccccc1)C(=O)O

=====

No. 3
The following is a DFT calculation (ωB97M-V/def2-TZVPD) of C12H16N2O5 in the gas phase.

Last column: Mulliken charge in e.
Atoms and positions in Å:
N -1.97151 1.71657 0.62168  -0.629
C -1.16958 2.54182 -0.31121  0.456
C -0.61999 3.78950 0.29856  -0.722
O 0.03581 4.51638 -0.67724  -0.549
C -0.14113 1.64631 -0.99362  0.067
O 0.90132 2.02379 -1.48581  -0.715
N -0.57067 0.37923 -1.08777  0.026
C 0.17511 -0.42078 -1.96579  0.239
C 1.47648 -0.89641 -1.21883  -1.869
C 1.16178 -1.13915 0.21368  0.306
C 1.31086 -0.19406 1.23371  -0.067
C 1.15204 -0.53704 2.59452  -0.950
C 0.51837 -1.71978 2.86449  1.171
O 0.16568 -1.94501 4.20955  -0.546
C 0.24495 -2.62518 1.87725  -0.986
C 0.70615 -2.41417 0.60386  -0.084
C -0.69971 -1.62541 -2.08877  0.126
O -1.76186 -1.75030 -1.53070  -0.615
O -0.10093 -2.56083 -2.83710  -0.412
H -2.84352 2.32449 0.90786  0.292
H -1.43021 1.37611 1.37433  0.150
H -1.92291 2.86930 -0.99676  0.287
H -1.36771 4.49008 0.79042  0.319
H -0.00536 3.57514 1.18927  0.257
H 0.72779 3.94244 -0.95059  0.374
H -1.37830 -0.07449 -0.74826  0.326
H 0.29460 -0.07978 -3.05282  0.505
H 2.19783 -0.06318 -1.30178  0.399
H 1.99321 -1.69074 -1.68198  0.733
H 1.68209 0.78736 0.98208  0.478
H 1.29068 0.17478 3.34660  0.456
H -0.00310 -2.89267 4.31126  0.289
H -0.14622 -3.63210 2.12351  0.187
H 0.91319 -3.30962 -0.10464  0.308
H -0.81892 -3.17384 -3.00261  0.396

HOMO ... -8.836 eV
Frontier orbital gap ... 9.4 eV
Total charge ... 0
Total energy ... -25920.868 eV
SMILES ... N[C@@H](CO)C(=O)N[C@@H](Cc1ccc(O)cc1)C(=O)O

=====

No. 4
The following is a DFT calculation (ωB97M-V/def2-TZVPD) of C12H16P2 in the gas phase.

Last column: Mulliken charge in e.
Atoms and positions in Å:
C -4.40530 0.56608 -0.95729  -1.405
C -3.03960 0.55961 -0.44581  0.722
C -2.11052 -0.55476 -0.76335  0.154
C -2.29108 -1.53946 -1.94002  -1.241
C -0.97647 -0.47495 0.03133  0.186
P 0.52227 -1.49668 -0.03369  -0.371
C 1.41855 -0.86066 -1.47449  -0.593
C 2.41006 0.02394 -1.18613  0.921
C 3.39639 0.53234 -2.11828  -1.674
C 2.56867 0.22111 0.22855  1.135
C 3.69497 1.06002 0.71422  -1.585
C 1.64575 -0.39787 0.97490  -1.073
P -0.78801 1.29664 0.84830  -0.055
C -2.54702 1.47862 0.42847  -0.462
H -4.64198 0.73369 -2.04311  0.305
H -5.02551 1.43398 -0.57613  0.326
H -4.95255 -0.33243 -0.72774  0.349
H -1.74702 -1.15229 -2.79620  0.259
H -3.34792 -1.72763 -2.07605  0.421
H -1.78936 -2.52038 -1.47694  0.314
H 1.01837 -1.11235 -2.49422  0.331
H 3.12712 0.48011 -3.16492  0.375
H 4.39989 0.06286 -1.99684  0.334
H 3.76395 1.51395 -2.03053  0.409
H 4.61705 0.49891 0.72927  0.363
H 3.55194 1.65900 1.69452  0.310
H 3.80866 1.82596 0.07483  0.432
H 1.41126 -0.29507 2.08904  0.459
H -0.70794 0.61907 2.16397  0.064
H -3.15021 2.32545 0.83258  0.291

HOMO ... -8.020 eV
Frontier orbital gap ... 8.4 eV
Total charge ... 0
Total energy ... -31277.721 eV
SMILES ... CC1=C(C)C(p2cc(C)c(C)c2)=[PH]=C1

=====

No. 5
The following is a DFT calculation (ωB97M-V/def2-TZVPD) of C12H17AuI2O4 as an isolated structure.

Last column: Mulliken charge in e.
Atoms and positions in Å:
Au 0.35958 -0.55250 -0.88405  1.239
C -1.68093 0.30521 -3.19301  -0.718
O -0.73107 -0.69985 -2.87527  -0.420
C -1.23745 -2.02577 -2.98974  -0.431
C -0.06957 -2.95336 -2.68683  -0.425
O 0.43730 -2.75310 -1.36868  -0.400
C -0.10094 -3.61389 -0.36763  -0.668
H -2.04089 0.16059 -4.21730  0.363
H -1.16121 1.25761 -3.12953  0.266
H -2.52317 0.28786 -2.49337  0.345
H -1.59572 -2.20666 -4.00942  0.501
H -2.06424 -2.17062 -2.28457  0.283
H 0.75456 -2.69973 -3.35921  0.276
H -0.35004 -4.00130 -2.82305  0.459
H 0.06923 -4.65325 -0.65572  0.348
H -1.16657 -3.43630 -0.20034  0.339
H 0.45037 -3.40619 0.54599  0.241
C 2.36465 -0.08778 3.07970  -1.461
C 1.63695 0.32943 1.83815  1.630
O 1.41908 -0.56564 1.01520  -0.660
C 1.21513 1.72411 1.71659  -0.098
C 1.50105 2.64044 2.72753  -0.523
C 1.06413 3.96334 2.68839  -0.773
C 0.33500 4.42497 1.58817  -0.537
C 0.05955 3.58160 0.54966  -0.550
C 0.46801 2.19151 0.55980  0.958
O 0.12509 1.51631 -0.44695  -0.672
H 2.59266 -1.15111 3.01700  0.325
H 1.73965 0.09585 3.95319  0.457
H 3.29598 0.46550 3.20380  0.455
H 2.07788 2.33517 3.58596  0.438
H 1.28952 4.62966 3.50872  0.445
H -0.00173 5.45183 1.55558  0.434
H -0.46817 3.91679 -0.32951  0.491
I -2.88500 -0.92717 0.95520  0.048
I -5.17868 -1.37355 2.22553  -0.006

HOMO ... -14.441 eV
Frontier orbital gap ... 3.4 eV
Total charge ... +2
Total energy ... -40783.049 eV

=====

No. 6
The following is a DFT calculation (ωB97M-V/def2-TZVPD) of C12H17BN6O2Pt as an isolated structure.

Last column: Mulliken charge in e.
Atoms and positions in Å:
C 2.93926 -0.78205 0.13597  -0.055
N 1.62079 -0.62535 -0.15234  -0.314
N 1.48181 0.18071 -1.24834  0.560
C 2.73778 0.42841 -1.72814  0.170
C 3.65956 -0.12808 -0.85966  -0.883
B 0.16606 0.52269 -2.07991  -0.512
N -0.71129 -0.79333 -1.93559  0.313
N -0.67670 -1.71503 -0.90904  -0.508
C -1.37972 -2.82406 -1.25697  0.029
C -1.77490 -2.65774 -2.57613  -0.876
C -1.31102 -1.41766 -2.98565  0.096
Pt 0.13898 -1.55888 0.91497  1.318
N -0.45047 2.01713 -2.20876  0.683
N -1.26793 2.69728 -1.30184  -0.549
C -1.43600 3.94109 -1.75401  -0.183
C -0.80037 4.10247 -3.01208  -0.453
C -0.23210 2.86076 -3.26520  -0.052
H -1.97795 4.70462 -1.21329  0.488
H 0.30434 2.53602 -4.13578  0.497
H -0.77457 4.99478 -3.61458  0.458
H 0.62310 0.36813 -3.19199  -0.009
H -1.33711 -0.94976 -3.95910  0.549
H 2.86367 0.94217 -2.66780  0.553
H -2.31859 -3.37266 -3.15414  0.520
H 4.73054 -0.08075 -0.91622  0.524
H -1.54014 -3.65868 -0.58645  0.582
H 3.32464 -1.34487 0.98341  0.528
H -1.64486 -0.89047 1.04139  0.200
C -1.66790 -1.77620 1.73535  -0.976
H -2.43140 -2.43012 1.33486  0.426
H -0.69825 -2.48518 1.88623  0.351
H -1.92953 -1.40666 2.72246  0.432
C 1.23172 1.10978 3.87480  -0.660
O 0.84629 -0.14037 3.26749  -0.263
C 0.55051 0.07833 1.96847  0.472
O 0.54058 1.21207 1.50094  -0.421
H 0.43367 1.82920 3.69474  0.344
H 2.16774 1.45918 3.43203  0.341
H 1.35267 0.88710 4.92831  0.279

HOMO (spin up / spin down) ... -23.292 / -23.041 eV
Frontier orbital gap (spin up / spin down) ... 8.9 / 4.6 eV
Expectation value of S² ... 6.059
Total charge ... +4
Total energy ... -29622.645 eV
Multiplicity ... 5

=====

No. 7
The following is a DFT calculation (ωB97M-V/def2-TZVPD) of C12H17BeCl5N3O2 as an isolated structure.

Last column: Mulliken charge in e.
Atoms and positions in Å:
Be -0.18262 -0.27221 -0.12592  -0.308
C 3.56624 -1.13875 -1.23437  -1.272
C 2.44799 -0.70566 -0.33795  0.921
N 2.69799 -0.55768 0.95705  -0.222
O 1.31206 -0.51634 -0.82471  -0.391
H 4.54794 -0.95258 -0.80483  0.436
H 3.47358 -0.63619 -2.19367  0.301
H 3.45477 -2.21146 -1.40626  0.291
H 3.60325 -0.78495 1.32961  0.231
H 1.92563 -0.39685 1.59397  0.156
Cl 0.44268 -3.13761 0.75205  -0.163
C -0.11288 -2.03817 1.98398  1.632
C -0.31124 -0.70074 1.63313  -2.658
C -0.67454 0.11068 2.71236  2.355
Cl -0.86349 1.84344 2.49226  -0.279
C -0.88580 -0.35070 4.01450  -0.744
Cl -1.35640 0.70670 5.28507  -0.164
C -0.70399 -1.70589 4.28220  0.770
Cl -0.95675 -2.31116 5.86508  -0.163
C -0.29965 -2.56040 3.26064  -0.699
Cl -0.03786 -4.22310 3.59581  -0.173
N -1.53741 2.78533 -2.86850  -0.113
C -0.55143 3.47934 -1.93495  -0.744
C 0.30813 2.40352 -1.27339  -0.600
N -0.53955 1.46188 -0.57483  0.113
H -2.33035 3.38291 -3.09366  0.395
H -1.90124 1.90281 -2.46511  0.167
H -1.08730 2.52572 -3.74525  0.368
H -1.13783 4.04040 -1.21124  0.355
H 0.02371 4.17010 -2.54820  0.429
H 1.05250 2.84732 -0.61356  0.467
H 0.85386 1.87387 -2.05949  0.319
H -1.22163 1.04613 -1.23506  0.240
H -1.02377 1.87510 0.21750  0.215
C -2.01342 -2.30702 -1.50817  -0.987
C -1.52911 -0.90843 -1.30040  0.542
O -2.09508 -0.03686 -2.01737  -0.878
H -2.77592 -2.36157 -2.28541  0.393
H -2.41172 -2.68529 -0.56169  0.225
H -1.16936 -2.95568 -1.75123  0.238

HOMO ... -11.074 eV
Frontier orbital gap ... 8.0 eV
Total charge ... +1
Total energy ... -84295.280 eV

=====

No. 8
The following is a DFT calculation (ωB97M-V/def2-TZVPD) of C12H17Br2F12N2O15S4Zr as an isolated structure.

Last column: Mulliken charge in e.
Atoms and positions in Å:
Zr -1.66195 0.56130 1.27308  1.639
C -1.41430 -2.62876 -1.38942  0.745
F -0.15210 -2.24198 -1.17022  -0.219
F -2.02198 -1.79333 -2.20226  -0.167
F -1.42776 -3.86587 -1.85060  -0.192
S -2.26207 -2.68523 0.29294  0.874
O -3.28790 -3.65609 0.28616  -0.509
O -1.21571 -2.91345 1.25466  -0.742
N -2.82070 -1.05511 0.58520  -0.307
S -4.48771 -1.02096 0.16920  0.888
O -4.96094 0.31740 0.31898  -0.633
O -4.69003 -1.70100 -1.05501  -0.552
C -5.31910 -1.98229 1.56854  0.727
F -4.41696 -2.47050 2.40481  -0.195
F -6.09462 -1.12783 2.20620  -0.202
F -6.02764 -2.93794 1.03251  -0.194
C 0.03395 1.53715 5.20078  0.772
F -1.27983 1.58623 5.43261  -0.210
F 0.67313 2.31878 6.03095  -0.193
F 0.43602 0.30126 5.28991  -0.186
S 0.43486 2.12047 3.43845  0.776
O 1.05492 3.37967 3.44476  -0.529
O 1.07929 1.01506 2.80701  -0.493
N -1.13607 2.13881 2.68258  -0.283
S -2.00866 3.45241 3.11919  0.800
O -3.38752 3.17408 2.81180  -0.722
O -1.59117 4.03578 4.34167  -0.512
C -1.58217 4.76817 1.85077  0.708
F -2.55862 5.65861 1.90227  -0.223
F -0.42381 5.34765 2.10235  -0.183
F -1.56060 4.24699 0.61867  -0.208
C 0.69570 1.72793 -2.08150  -0.934
C -0.15101 1.41950 -0.91781  1.127
O -0.05958 2.01972 0.19042  -0.462
O -1.06321 0.50136 -0.92820  -0.443
H 1.62229 2.16284 -1.71240  0.389
H 0.26862 2.52165 -2.70292  0.451
H 0.85853 0.87324 -2.73060  -0.240
Br 1.93685 -4.95551 -3.73513  -0.150
C 2.35484 -3.25103 -4.62856  -0.603
C 1.41918 -2.22968 -4.09529  -0.210
Br 1.86951 -0.50048 -4.89226  -0.172
H 2.26953 -3.47461 -5.68234  0.457
H 3.38154 -3.04435 -4.34794  0.278
H 1.45807 -2.16755 -3.01319  -0.104
H 0.39192 -2.41598 -4.39484  0.566
C 4.83469 -1.50327 -2.08674  -1.033
C 4.97947 -0.40456 -1.07263  0.269
C 3.93688 0.71329 -1.26504  -0.448
O 2.92037 0.39631 -0.30811  -0.031
C 3.39659 -0.51868 0.55488  0.580
O 2.78861 -0.97278 1.47407  -0.663
O 4.62225 -0.92320 0.21934  -0.402
H 3.79194 -1.82618 -2.18366  -0.104
H 5.35513 -2.41935 -1.77757  0.400
H 5.26961 -1.29255 -3.06391  0.434
H 6.00855 -0.06060 -1.05974  0.403
H 3.46819 0.70326 -2.24580  0.266
H 4.36849 1.69753 -1.07824  0.246
O 0.05258 -0.79960 1.33086  -0.221
H 1.01594 -0.75086 1.58812  0.208
H -0.22120 -1.74957 1.48019  0.405
O -3.05502 1.92665 0.27543  -0.073
H -3.72147 2.47712 0.72974  0.307
H -2.98669 2.24059 -0.63718  0.234

HOMO ... -12.697 eV
Frontier orbital gap ... 7.5 eV
Total charge ... +1
Total energy ... -263723.458 eV